Computed, not measured: a cluster of 14 separate species, C82H206N14O27 in total at a distorted geometry, with the ωB97M-V functional and the def2-TZVPD basis.

## Properties
Lowest unoccupied orbital energy in eV: 0.51
Gap between HOMO and LUMO in eV: 9.0
HOMO energy in eV: -8.5
Charge: 0
E_tot in a.u.: -6045.12003

```
329
Properties=species:S:1:pos:R:3:forces:R:3:lowdin_charge:R:1
C 25.143658 26.368276 24.284839 -1.00 0.61 1.18 -0.01
C 23.629719 26.291546 24.678881 1.03 0.01 -1.95 -0.40
C 23.069930 27.677632 24.784035 -1.41 0.98 -0.48 -0.21
O 23.752831 28.463933 25.740517 0.00 -0.53 -0.01 -0.21
C 23.046699 29.621534 26.073147 0.38 1.15 -0.54 -0.12
N 22.837296 25.582235 23.659359 -0.07 -0.72 1.30 0.07
H 25.652031 26.807858 25.171412 0.27 -0.67 -0.76 0.06
H 25.240268 27.074786 23.463617 0.03 0.12 -0.20 0.06
H 25.510214 25.404390 23.936263 0.24 -0.05 0.40 0.07
H 23.487583 25.753209 25.604079 0.08 -0.05 0.46 0.13
H 21.992279 27.578982 25.074079 0.64 0.19 -0.20 0.14
H 23.083143 28.246178 23.795971 0.02 -0.87 0.74 0.14
H 23.524733 30.018753 26.928995 0.70 0.46 1.06 0.07
H 22.020953 29.445756 26.392669 -0.32 -0.20 -0.51 0.09
H 23.135023 30.441216 25.301732 -0.44 -1.03 0.35 0.09
H 23.091833 24.593390 23.757384 -0.34 0.29 -0.48 0.05
H 23.044232 25.914141 22.736142 0.27 0.14 -0.41 0.03
C 20.053629 22.635065 15.688661 -0.39 0.20 -2.41 -0.09
O 18.704428 22.983284 15.439646 -0.50 0.76 0.64 -0.17
C 18.386344 24.306112 15.829192 -1.27 -0.43 1.18 -0.25
C 16.907523 24.578291 15.650511 -0.84 0.16 0.15 -0.20
N 16.045512 23.650274 16.455928 -0.10 1.45 -0.92 -0.04
C 14.596067 23.971756 16.242446 1.59 0.15 1.42 -0.19
C 13.812501 22.815585 16.801504 -1.16 0.32 1.05 -0.28
O 13.964091 21.696772 16.024368 0.30 -0.77 -1.98 -0.20
C 13.516872 20.532162 16.663426 -0.08 -0.04 -1.57 -0.10
H 20.672351 23.302420 15.055034 0.18 -0.37 0.40 0.09
H 20.081192 21.637573 15.263053 0.59 -0.19 0.38 0.06
H 20.399691 22.675162 16.693515 -0.01 0.06 1.10 0.06
H 18.955483 25.064776 15.330688 0.49 0.29 -0.73 0.10
H 18.527414 24.467365 16.904769 0.45 -0.36 0.14 0.10
H 16.646877 24.545693 14.586109 -0.05 -0.17 -0.14 0.11
H 16.699015 25.646561 15.954602 0.23 -1.07 -0.02 0.13
H 16.173856 22.715932 16.100517 0.26 -0.29 -0.19 0.08
H 14.365507 24.123981 15.181027 -0.17 0.08 0.10 0.12
H 14.408122 24.897576 16.850956 -0.16 -0.73 -0.76 0.13
H 12.733207 23.069260 16.844017 0.25 0.10 0.19 0.13
H 14.128721 22.453678 17.795831 0.10 1.17 0.28 0.12
H 13.419291 19.779344 15.852616 0.57 0.06 0.88 0.11
H 12.525914 20.651331 17.050045 -0.84 0.25 0.48 0.08
H 14.195348 20.340778 17.474142 0.35 -0.85 0.42 0.07
C 26.307436 32.359193 21.894133 -0.63 0.50 -1.09 -0.12
O 26.846253 31.192393 22.434454 0.38 0.34 -1.07 -0.21
C 26.348351 30.932632 23.703538 -2.09 -1.24 -1.06 -0.25
C 27.247473 29.891611 24.254394 2.10 1.19 0.29 -0.24
N 26.860166 29.582634 25.595030 -0.58 -0.55 -0.12 -0.05
C 27.646385 28.534938 26.172786 0.75 -2.20 -0.01 -0.23
C 26.909308 27.901180 27.377326 -0.04 0.26 -0.05 -0.20
O 27.563034 26.709106 27.849736 0.29 1.42 -1.08 -0.20
C 26.708834 25.872740 28.562944 0.10 0.38 0.98 -0.13
H 26.635176 33.233477 22.469721 0.15 0.10 -0.21 0.09
H 25.197524 32.366502 21.924632 0.30 -0.19 0.00 0.07
H 26.579553 32.446016 20.809022 -0.02 -0.04 1.08 0.09
H 25.313236 30.429708 23.561416 0.95 0.90 0.47 0.14
H 26.214678 31.858291 24.255629 0.23 0.00 0.55 0.13
H 28.302356 30.321882 24.220362 -1.03 -0.50 0.29 0.14
H 27.270389 29.057665 23.544129 -0.15 -0.33 0.12 0.11
H 25.922642 29.226199 25.509689 -0.74 -0.05 0.23 0.07
H 28.592357 28.988987 26.435265 0.44 -0.16 0.45 0.11
H 27.916018 27.650059 25.474019 -0.53 1.24 0.58 0.14
H 25.867293 27.644294 27.036847 0.74 0.26 0.40 0.10
H 26.850940 28.678316 28.175955 -0.15 -0.62 -0.22 0.13
H 26.398706 26.374609 29.510478 0.15 -0.42 -0.27 0.09
H 27.318255 24.973116 28.805706 -0.92 0.38 -0.28 0.10
H 25.787196 25.733135 27.985360 0.09 -0.70 0.06 0.08
C 20.745102 20.900933 27.760251 0.72 -0.34 -0.81 -0.09
O 21.996544 20.855029 27.108585 0.83 -0.09 0.16 -0.18
C 22.070339 21.550961 25.893483 -0.10 -0.12 -0.39 -0.25
C 23.347827 21.221195 25.153868 1.86 -0.33 0.72 -0.20
N 23.499806 22.010992 23.915626 -1.70 -1.84 -0.25 -0.06
C 24.855354 22.202063 23.489767 1.13 0.42 -0.21 -0.24
C 25.625166 21.047241 22.855136 0.29 -0.39 0.38 -0.23
O 24.873484 20.620985 21.771132 -1.53 -0.09 -0.19 -0.21
C 25.387503 19.501502 21.139795 0.45 -0.11 -1.36 -0.12
H 20.106413 20.143024 27.339669 -0.55 -0.39 -0.15 0.08
H 20.293886 21.856130 27.615395 -0.49 0.88 0.14 0.08
H 20.918062 20.690882 28.795934 0.01 -0.01 0.59 0.08
H 22.000248 22.626706 26.014991 0.09 0.44 0.30 0.12
H 21.242517 21.287507 25.255193 -0.68 -0.28 -0.41 0.11
H 23.465800 20.117421 25.003984 -0.38 0.65 -0.01 0.13
H 24.226077 21.476829 25.810722 -0.81 -0.08 -0.39 0.13
H 22.975098 21.464580 23.179163 0.84 1.09 0.76 0.12
H 25.466358 22.509931 24.348949 -0.25 0.35 -0.13 0.12
H 24.823493 23.005067 22.744338 0.30 0.06 0.11 0.10
H 25.767942 20.188178 23.571890 0.07 0.71 -0.43 0.14
H 26.615091 21.388193 22.451836 -0.42 -0.11 0.73 0.14
H 26.363588 19.812755 20.712914 -0.21 -0.64 -0.09 0.10
H 24.701025 19.159892 20.338607 0.36 0.55 0.31 0.08
H 25.518902 18.645417 21.791703 0.19 -0.16 0.52 0.09
C 33.348173 32.531735 20.145717 -0.97 1.07 -0.97 -0.08
O 31.907269 32.344171 20.042509 1.69 -0.18 0.99 -0.18
C 31.502108 31.636777 21.232781 -1.11 0.16 -1.17 -0.22
C 30.033618 31.299679 21.017311 -0.02 0.16 0.25 -0.21
N 29.909085 30.454465 19.860322 0.16 -0.41 -0.69 -0.08
C 28.561327 29.924813 19.649133 1.00 0.18 -0.12 -0.18
C 28.662242 28.942549 18.493903 -0.28 0.14 -1.02 -0.24
O 27.446150 28.243842 18.274726 0.26 0.06 -0.03 -0.21
C 27.610180 27.289756 17.240184 0.52 -0.94 0.95 -0.12
H 33.596146 32.789724 21.155349 0.23 0.42 0.65 0.07
H 33.758432 33.312653 19.450639 -0.89 -0.62 0.55 0.10
H 33.827949 31.617001 19.921829 0.62 -1.16 -0.33 0.07
H 31.593326 32.246660 22.093677 0.08 1.23 0.92 0.10
H 32.121001 30.772598 21.502873 -0.07 -0.30 -0.83 0.11
H 29.409201 32.229219 20.902912 0.59 -0.44 0.34 0.13
H 29.671441 30.755221 21.912615 0.00 0.34 -0.48 0.10
H 30.347511 30.864678 19.019988 -0.56 -0.15 0.79 0.13
H 27.820090 30.729563 19.522786 -0.12 -0.28 -0.25 0.12
H 28.324974 29.391051 20.573514 -0.35 -0.04 -0.15 0.09
H 29.467811 28.229854 18.670092 0.14 -0.20 0.47 0.10
H 28.969708 29.395546 17.516840 -0.24 0.34 0.65 0.13
H 27.728252 27.748327 16.246209 -0.40 -0.11 0.18 0.09
H 26.773489 26.582004 17.361633 0.18 0.46 -0.61 0.08
H 28.529793 26.670502 17.427565 -0.50 0.50 -0.14 0.10
C 20.335379 22.180168 22.344442 -0.37 -0.68 0.92 -0.12
O 19.368937 22.171391 21.314397 0.33 -0.58 0.45 -0.20
C 19.504653 20.970093 20.562168 1.24 1.48 -0.60 -0.23
C 18.717124 21.174420 19.341821 -2.63 1.48 -0.75 -0.23
N 18.549404 19.966685 18.570975 0.59 0.01 0.76 -0.04
C 17.424893 20.070838 17.697472 -0.48 -0.27 0.41 -0.22
C 17.431873 18.854588 16.813459 -0.88 0.74 -0.80 -0.22
O 18.580973 18.962067 16.029858 0.72 0.95 0.15 -0.20
C 18.747236 17.842505 15.250264 -0.72 -0.93 -0.68 -0.13
H 21.262108 22.634126 22.034461 0.49 0.28 -0.33 0.06
H 20.564254 21.119920 22.649497 -0.22 0.92 0.06 0.09
H 19.952898 22.755292 23.206303 0.11 -0.32 -0.35 0.10
H 19.177919 20.094943 21.101534 -0.01 -0.35 0.34 0.13
H 20.556488 20.902611 20.216673 -0.08 -0.50 0.58 0.12
H 19.084152 21.961269 18.667435 0.60 0.19 0.37 0.12
H 17.722639 21.658796 19.639607 0.85 -1.13 -0.21 0.15
H 19.342239 19.958396 17.960400 0.63 -0.48 -0.33 0.08
H 17.413628 21.045770 17.204207 0.04 -0.13 -0.82 0.11
H 16.567480 20.099275 18.337584 -0.92 -0.28 0.31 0.11
H 16.547273 18.831867 16.143332 0.14 0.01 0.26 0.13
H 17.460636 17.909197 17.358470 -0.09 0.07 0.43 0.13
H 19.591381 17.916217 14.605689 0.71 0.38 -0.44 0.05
H 17.844030 17.712703 14.616530 0.31 -0.38 0.25 0.10
H 18.939758 16.972535 15.882438 -0.32 -0.38 0.01 0.09
C 22.236834 31.277687 22.644176 0.66 0.63 -0.28 -0.14
O 21.303105 30.680276 23.465134 0.36 -1.27 0.63 -0.21
C 20.315089 31.533022 23.901522 -1.87 0.04 -0.29 -0.24
C 20.856516 32.441273 24.974157 -0.02 1.09 0.81 -0.19
N 19.880621 33.310495 25.658483 -0.36 -0.52 -2.07 -0.05
C 19.611919 34.568802 24.974969 -0.51 -0.10 -0.49 -0.21
C 18.427862 35.232441 25.658640 -0.56 1.18 -0.76 -0.20
O 18.300384 36.527719 25.035909 1.09 -0.22 0.43 -0.22
C 17.384522 37.412766 25.593643 -1.12 0.59 0.01 -0.15
H 23.064115 31.818377 23.166513 -0.09 -1.02 -0.14 0.10
H 21.831448 32.066879 22.028310 -0.63 0.25 -0.35 0.05
H 22.476114 30.476266 21.966282 1.24 -0.09 -0.28 0.07
H 19.475382 30.924694 24.312098 0.61 0.31 -0.13 0.14
H 19.924293 31.968871 22.952835 -0.13 0.71 0.95 0.10
H 21.654519 33.093427 24.579389 0.16 -0.37 -0.08 0.11
H 21.277453 31.812217 25.776722 0.02 0.05 -0.53 0.12
H 20.278984 33.521675 26.519433 0.58 0.39 1.92 0.08
H 19.346708 34.354072 23.921460 -0.01 0.04 0.46 0.12
H 20.436961 35.309217 24.912620 -0.01 -0.43 0.31 0.13
H 18.572735 35.320303 26.757749 -0.10 -0.07 -0.52 0.13
H 17.482918 34.729249 25.407402 0.28 -0.40 0.54 0.13
H 16.388021 36.946447 25.630108 0.00 0.01 0.16 0.08
H 17.279741 38.255890 24.876757 0.26 -0.37 0.61 0.09
H 17.594210 37.810457 26.626206 0.28 -0.47 -0.86 0.10
C 24.406179 28.132163 20.704072 -0.72 1.66 0.75 -0.11
O 23.749671 26.942781 21.005423 0.56 -0.79 0.21 -0.21
C 24.195393 25.985647 20.084836 0.46 0.55 -1.60 -0.24
C 23.407553 24.738232 20.206127 -1.20 -0.51 0.46 -0.22
N 23.638358 23.865245 19.077974 0.12 0.39 0.35 -0.03
C 22.977729 22.566816 19.213068 0.12 0.51 0.40 -0.21
C 23.578613 21.641681 18.199986 0.96 0.83 0.03 -0.21
O 23.112444 22.073491 16.916868 1.22 0.06 -0.59 -0.20
C 24.171890 22.378930 15.980848 -1.19 0.71 -0.19 -0.09
H 25.524155 28.072567 20.675147 -0.83 -0.07 -0.03 0.09
H 24.058868 28.821480 21.514347 0.66 -0.12 -0.69 0.08
H 23.982518 28.488026 19.740713 0.65 0.15 0.23 0.09
H 25.272360 25.772632 20.186750 -0.08 0.15 0.15 0.13
H 24.064957 26.444818 19.056109 0.09 -0.64 0.65 0.13
H 22.319424 25.063879 20.236950 0.86 -0.55 0.57 0.14
H 23.746066 24.192564 21.113689 -0.68 0.37 -0.23 0.11
H 23.298284 24.401346 18.282533 -0.05 -0.57 -0.33 0.10
H 21.902897 22.631241 19.062711 -0.53 0.10 -0.36 0.11
H 23.033693 22.180846 20.251330 0.66 0.19 -0.45 0.11
H 23.254577 20.647121 18.393322 -0.06 -1.05 -0.08 0.08
H 24.709827 21.726143 18.286009 -1.26 -0.26 -0.22 0.14
H 24.872882 23.160498 16.356748 -0.42 -0.61 -0.08 0.10
H 23.695265 22.727875 15.055421 -0.07 0.41 0.49 0.06
H 24.677959 21.509316 15.601521 0.60 -0.75 0.48 0.06
C 18.415217 25.248944 20.102200 -0.12 0.61 -0.34 -0.08
O 18.583398 26.564704 20.631006 -0.75 -0.82 0.06 -0.20
C 19.953122 26.818411 20.838312 -0.72 -0.72 -1.97 -0.24
C 20.072179 28.244602 21.173901 1.47 1.09 0.04 -0.21
N 19.482421 29.115423 20.151631 -0.76 -0.92 0.47 -0.04
C 19.493976 30.457079 20.675326 -0.77 0.70 0.56 -0.23
C 18.736219 31.376655 19.717073 -0.68 0.10 0.52 -0.20
O 18.706022 32.662192 20.313719 -0.02 -0.59 0.93 -0.22
C 18.823713 33.759565 19.473528 0.44 -0.73 -1.85 -0.13
H 18.807727 24.443953 20.771940 -0.34 0.60 -0.62 0.09
H 18.887514 25.264779 19.109289 0.46 -0.52 0.18 0.07
H 17.364234 25.134733 19.844113 -0.17 -0.24 0.54 0.09
H 20.460023 26.498281 19.875361 0.06 0.75 0.87 0.13
H 20.280629 26.171600 21.607678 0.84 -0.61 1.11 0.11
H 21.154321 28.465581 21.325710 -0.54 0.08 -0.25 0.12
H 19.587688 28.512030 22.108083 -0.07 -0.49 0.63 0.12
H 18.489602 28.796387 20.165279 0.89 0.33 -0.52 0.13
H 20.552293 30.749758 20.909865 -1.09 0.04 -0.52 0.10
H 18.885046 30.552556 21.644178 0.96 -0.22 -0.81 0.14
H 17.679184 30.971751 19.610179 1.01 0.43 0.04 0.14
H 19.156522 31.452170 18.723943 0.33 -0.20 -0.33 0.10
H 18.000867 33.762966 18.744519 -0.37 0.64 0.45 0.09
H 19.702363 33.661283 18.786144 -0.07 0.20 0.75 0.10
H 18.931828 34.623770 20.113496 -0.32 0.36 -0.32 0.08
C 23.459717 23.189374 11.861899 2.28 0.07 -0.08 -0.09
O 24.006361 23.708994 13.050430 1.37 0.88 0.61 -0.23
C 24.768140 24.926490 12.793790 -1.58 -0.30 -0.30 -0.20
C 25.030845 25.728837 14.044550 1.18 0.93 0.53 -0.23
N 23.837758 26.264221 14.704999 -0.05 -0.91 0.07 -0.04
C 24.109709 27.283225 15.737626 -2.53 0.48 -1.02 -0.16
C 22.813932 27.484440 16.571914 -0.13 1.48 -2.02 -0.23
O 22.232424 26.321925 16.982549 0.56 -1.92 1.27 -0.19
C 21.025853 25.984202 16.400395 -0.74 0.26 0.84 -0.12
H 24.298425 22.830563 11.194428 -0.93 0.19 0.39 0.11
H 22.950527 23.998284 11.407106 -0.91 0.58 -1.03 0.07
H 22.817585 22.391493 12.129825 -0.53 -0.81 0.04 0.05
H 24.067434 25.558560 12.221937 0.40 -0.01 -0.27 0.12
H 25.692998 24.757675 12.186965 -0.60 -0.17 0.58 0.13
H 25.542454 26.653764 13.661426 0.16 -0.92 0.40 0.13
H 25.709510 25.168733 14.764469 -0.48 0.60 -0.71 0.13
H 23.384615 25.447557 15.134381 0.00 0.66 0.04 0.10
H 24.344147 28.264590 15.290580 -0.05 -0.39 -0.11 0.13
H 24.893816 27.047222 16.372099 1.73 -0.77 1.34 0.06
H 22.056367 28.026140 15.970569 0.53 -0.02 -0.20 0.13
H 22.925432 28.124389 17.415631 0.82 0.48 0.77 0.08
H 21.125631 25.503076 15.456993 0.20 -0.28 -1.03 0.07
H 20.390860 26.861847 16.326100 -0.25 0.28 -0.29 0.10
H 20.514329 25.315862 17.074307 -0.02 -0.39 0.25 0.07
C 27.172823 19.819281 15.155849 0.71 0.09 -2.67 -0.12
O 26.528674 18.550815 15.028324 -0.24 -0.65 1.18 -0.20
C 27.132600 17.500254 15.876331 1.15 1.86 -1.49 -0.21
C 26.274386 16.323402 16.034803 -0.44 0.00 1.66 -0.22
N 25.035333 16.586931 16.712249 -0.23 -1.22 1.08 -0.05
C 25.170767 16.849886 18.158888 0.22 0.30 -1.37 -0.20
C 23.787446 17.078135 18.670525 -0.69 -1.88 0.93 -0.29
O 23.276165 18.299678 18.196744 -2.22 -0.25 -0.19 -0.22
C 21.782207 18.169711 18.011902 1.78 -0.61 0.15 -0.03
H 27.166881 20.286563 14.103140 -0.14 -0.66 1.38 0.11
H 28.234095 19.597620 15.323023 -0.08 0.60 0.49 0.08
H 26.741778 20.614397 15.792851 0.03 -0.99 0.35 0.07
H 27.422229 17.975675 16.801659 0.16 -0.03 0.45 0.11
H 28.017583 17.092605 15.360153 0.24 0.63 0.12 0.13
H 26.810753 15.633763 16.714868 0.07 -0.18 -0.90 0.14
H 26.088650 15.952024 15.055948 -0.20 -0.90 -0.73 0.11
H 24.687485 17.433887 16.374640 -0.97 1.53 -1.09 0.06
H 25.768530 17.767594 18.275249 0.18 -0.30 0.63 0.12
H 25.610233 15.968096 18.627485 0.15 0.20 0.19 0.13
H 23.805637 16.962334 19.809837 -0.41 0.51 -1.21 0.13
H 23.193954 16.198163 18.233829 0.48 1.11 0.77 0.14
H 21.367029 19.105261 17.635794 0.29 0.00 0.25 0.07
H 21.342291 17.827939 18.957348 -0.03 0.46 -0.11 0.09
H 21.597634 17.368875 17.277337 0.11 0.31 0.05 0.08
C 20.495408 21.094017 12.538060 0.59 0.24 -0.10 -0.10
O 21.501365 20.069315 12.654620 -1.04 -0.32 -0.02 -0.20
C 21.851278 19.788495 14.032098 0.94 1.09 -1.60 -0.18
C 22.595691 18.476928 14.173495 0.44 -0.71 -1.03 -0.17
N 21.764110 17.344830 13.726555 -0.01 0.89 1.67 -0.06
C 22.359865 16.072190 13.990684 1.11 -1.38 -1.16 -0.21
C 21.395304 14.959321 13.550974 0.67 -0.71 0.43 -0.23
O 21.057592 15.072579 12.187721 1.07 1.99 0.33 -0.18
C 20.150494 14.124560 11.844956 -1.73 -0.72 -1.37 -0.16
H 19.600946 20.910854 13.147768 0.35 -0.06 0.30 0.09
H 20.107244 21.137562 11.508306 0.58 -0.20 0.18 0.09
H 20.948141 22.093943 12.781920 -0.62 -0.76 0.00 0.08
H 20.977738 19.740424 14.634952 -1.01 -0.08 0.56 0.08
H 22.408436 20.700366 14.293049 0.33 -0.53 0.78 0.12
H 22.841321 18.332488 15.211553 -0.15 0.02 0.72 0.09
H 23.586041 18.380012 13.674588 -0.35 0.78 -0.06 0.13
H 21.611852 17.420073 12.754285 -0.35 0.22 -1.19 0.10
H 22.714496 15.980488 15.062243 -0.53 -0.05 -1.19 0.12
H 23.253169 15.875590 13.280926 -0.60 0.43 1.22 0.14
H 20.473401 14.937209 14.105277 -0.54 0.32 0.64 0.10
H 21.838781 13.951632 13.672775 0.21 0.34 0.29 0.13
H 20.635019 13.156797 11.834996 -0.14 -0.70 0.19 0.08
H 19.777287 14.307900 10.815607 0.37 0.05 0.49 0.10
H 19.243400 14.126989 12.487395 0.47 -0.14 -0.03 0.10
C 21.225627 34.481281 21.491158 -1.55 -1.12 -0.86 -0.11
O 22.000171 34.252964 20.340866 -1.10 -0.53 -0.40 -0.20
C 23.191811 34.951165 20.223656 0.12 0.82 -0.89 -0.24
C 23.746552 34.663412 18.862874 1.11 0.60 -1.83 -0.23
N 23.983818 33.238432 18.789698 -0.01 -0.26 -0.18 -0.05
C 24.487674 32.540326 17.573332 0.34 1.31 2.19 -0.18
C 24.236129 31.094658 17.782291 0.82 -1.42 -0.72 -0.25
O 23.009493 30.590474 17.280458 -1.17 0.58 1.55 -0.19
C 21.983165 30.518930 18.345322 1.47 -0.93 -1.18 -0.05
H 20.760037 35.472898 21.514229 0.59 0.19 0.31 0.10
H 21.764969 34.155671 22.350649 0.55 0.52 1.10 0.06
H 20.359975 33.768014 21.434701 0.80 0.56 -0.05 0.07
H 23.935160 34.528326 20.864627 0.52 0.22 1.27 0.11
H 23.017833 36.034195 20.298690 0.25 -0.12 0.49 0.14
H 24.689467 35.242669 18.662440 -0.60 -0.52 0.53 0.14
H 23.064597 35.020163 18.075026 -0.22 -0.02 0.08 0.12
H 23.081392 32.873057 19.042700 -0.22 -0.65 0.01 0.07
H 25.551109 32.771019 17.501755 0.17 -0.23 0.02 0.12
H 24.057060 32.842725 16.672701 -1.03 0.73 -1.65 0.10
H 24.298283 30.939980 18.866124 0.32 -0.44 -0.15 0.11
H 24.990369 30.500900 17.231872 -0.01 0.22 0.51 0.13
H 22.524814 30.510955 19.304156 -0.46 -0.29 -0.08 0.07
H 21.468438 29.561538 18.147027 -0.15 0.69 0.48 0.08
H 21.322552 31.371299 18.339575 -0.31 0.26 -0.23 0.07
C 28.467701 26.711932 21.457461 0.63 1.19 0.78 -0.04
O 29.617209 26.905908 22.335115 -1.58 -1.49 -0.32 -0.20
C 30.127350 28.182852 22.384376 -0.28 1.97 -0.57 -0.28
C 31.468165 28.163186 23.140456 -0.45 -2.56 -1.19 -0.13
N 32.345729 27.113467 22.429889 -1.61 -0.75 1.17 -0.05
C 32.637019 27.415285 21.009744 0.62 0.87 1.26 -0.21
C 33.567365 26.402290 20.401601 1.00 -0.48 0.94 -0.25
O 33.659335 26.579650 19.021840 -0.24 1.40 -0.06 -0.18
C 34.283240 25.526452 18.383608 -1.41 -0.32 -1.83 -0.14
H 28.238823 25.656409 21.572866 -0.19 0.07 -0.36 0.09
H 28.739799 27.028189 20.442845 0.05 -0.51 -0.04 0.07
H 27.563371 27.352513 21.692475 0.93 -0.62 0.37 0.08
H 29.332206 28.877054 22.764364 0.79 -0.32 0.27 0.10
H 30.318961 28.559272 21.349271 0.04 -0.20 0.49 0.09
H 31.362839 27.989876 24.228735 0.05 -0.59 -0.65 0.12
H 31.979886 29.067094 23.074936 0.72 1.82 -0.39 0.07
H 31.807045 26.206802 22.562353 0.98 1.47 -0.64 0.12
H 33.119513 28.409295 21.067348 0.14 -0.37 -0.29 0.12
H 31.862244 27.566207 20.290771 -1.36 -0.15 -0.20 0.10
H 33.288875 25.360243 20.624441 -0.47 0.10 0.05 0.12
H 34.552608 26.511681 20.875490 0.13 -0.01 -0.10 0.13
H 34.341488 25.760534 17.272478 -0.01 -0.38 1.45 0.12
H 33.660897 24.651958 18.569814 -0.15 -0.53 -0.50 0.08
H 35.221494 25.260047 18.777677 1.67 0.10 0.49 0.07
```
Positions in Å, forces in eV/Å.